(1)
10
Properties=species:S:1:pos:R:3:forces:R:3:nbo_charge:R:1 method="wB97M-V/def2-TZVPD" smiles="O=C1CS[C@H](I)O1" total_charge=0 de_lowest_ev=0.841 multiplicity=1 energy_ev=-26189.49103
C 0.990812 -0.415826 0.650627 -1.4196 1.8309 -0.2400 0.80
C 0.323004 0.984478 0.713529 -2.5141 -1.1061 0.1278 -0.62
C -0.689223 -0.501136 -1.157592 2.7079 -0.5662 -0.1274 -0.23
O 1.710294 -0.864542 1.482509 0.2916 -0.1383 -0.1695 -0.53
O 0.603257 -1.047801 -0.463067 -2.1431 0.0320 -1.3275 -0.51
S -0.956313 1.214137 -0.659263 1.4569 -0.6768 1.0847 0.21
I -2.339496 -1.822480 -0.745358 0.5506 0.2577 -0.1689 0.15
H -0.195533 1.150591 1.651314 -0.3737 -0.8159 0.3221 0.25
H 0.927108 1.812709 0.766098 2.2109 1.6110 -0.7020 0.25
H -0.373911 -0.510129 -2.238797 -0.7674 -0.4283 1.2006 0.24

---

(2)
54
Properties=species:S:1:pos:R:3:forces:R:3:nbo_charge:R:1 method="wB97M-V/def2-TZVPD" smiles="CCOC(=O)N1CCC(NC(=O)c2cc(COc3ccccc3SC)on2)CC1" total_charge=0 de_lowest_ev=1.710 multiplicity=1 energy_ev=-46688.36572
C 3.489042 4.936798 -3.582565 0.1392 -0.0159 0.4011 -0.64
C 4.285420 5.389263 -2.366753 0.1803 0.0906 -0.5033 -0.07
H 4.095469 6.440732 -2.140057 0.0577 -0.1241 -0.0075 0.19
H 5.354946 5.231671 -2.538729 -0.1616 0.1086 0.0630 0.20
O 3.896296 4.686814 -1.188484 -0.1189 -0.2172 0.2362 -0.53
C 4.452724 3.462688 -1.024136 0.0417 0.1980 0.1236 0.90
O 5.241506 2.971643 -1.797965 0.1977 -0.0400 -0.3943 -0.67
N 4.054164 2.871867 0.125732 -0.0390 0.0562 0.1407 -0.45
C 3.026407 3.385165 1.000530 -0.3814 0.2105 -0.0542 -0.21
H 2.776825 4.400538 0.697402 0.0456 -0.1090 0.1520 0.24
C 1.791098 2.483349 0.948453 0.2690 -0.0519 0.3081 -0.41
H 1.037454 2.849006 1.646437 -0.0626 -0.0151 0.0046 0.22
H 1.369351 2.502537 -0.058915 -0.0510 0.0303 -0.0577 0.20
C 2.184638 1.046620 1.307787 0.0575 0.1039 -0.1300 -0.06
N 1.041046 0.165011 1.259873 0.0205 0.0365 -0.1350 -0.60
C 0.540721 -0.452532 2.348876 0.2228 0.2755 -0.4690 0.65
O 0.985024 -0.333175 3.472815 -0.1169 -0.1442 0.2879 -0.61
C -0.627424 -1.316611 2.040535 -0.7869 -0.6696 -0.1142 0.04
N -1.095193 -1.467489 0.822067 0.8436 0.7041 0.0532 -0.12
O -2.138378 -2.316389 0.895970 -0.3278 -0.2432 0.1130 -0.26
C -2.324396 -2.694380 2.170942 0.5106 0.3671 0.8222 0.29
C -1.387010 -2.083099 2.956723 -0.3901 -0.2401 -0.5118 -0.31
H -1.241124 -2.153183 4.012395 -0.0116 -0.0298 0.2700 0.25
C -3.425204 -3.649047 2.499701 0.2946 -0.2841 -0.0308 -0.12
H -3.166032 -4.650611 2.129886 -0.0629 0.2803 0.2389 0.22
H -3.542645 -3.686315 3.585743 0.1183 0.0345 -0.1600 0.22
O -4.682886 -3.233886 2.018970 -0.1642 -0.0442 -0.0693 -0.51
C -4.949749 -3.082467 0.686154 -0.3259 0.2301 -0.3949 0.36
C -5.994203 -2.184245 0.446737 0.0824 -0.1048 0.1328 -0.26
C -6.447028 -1.914488 -0.825233 0.0426 -0.0172 0.0524 -0.20
C -5.855608 -2.546894 -1.906986 0.0087 0.0002 -0.1300 -0.23
C -4.835571 -3.447247 -1.687830 -0.1739 0.1785 -0.0263 -0.19
C -4.363695 -3.727327 -0.408375 0.3479 -0.4016 0.1821 -0.27
S -3.070183 -4.948428 -0.271358 -0.0306 -0.1763 -0.2160 0.21
C -1.941579 -4.447911 -1.607274 -0.3833 -0.0914 0.2685 -0.73
H -1.870234 -3.365443 -1.616017 0.0959 0.0834 -0.0433 0.24
H -0.979731 -4.886522 -1.360158 0.0954 -0.0037 -0.0267 0.23
H -2.282294 -4.830556 -2.564898 0.0575 0.0493 -0.0654 0.21
H -4.396079 -3.961608 -2.528289 0.0461 -0.0587 -0.0533 0.21
H -6.193771 -2.351531 -2.912875 -0.0382 0.0172 -0.0910 0.22
H -7.253122 -1.212558 -0.973088 -0.0751 0.0669 0.0056 0.22
H -6.433179 -1.705556 1.308253 -0.0455 0.0720 0.0893 0.22
H 0.588368 -0.001931 0.373605 -0.0359 -0.0385 0.0193 0.41
C 3.286623 0.564733 0.360419 0.0964 0.1632 0.3558 -0.41
H 3.606628 -0.440055 0.637337 -0.0297 -0.0557 -0.0085 0.22
C 4.477572 1.521805 0.422179 0.1037 -0.2868 -0.3246 -0.22
H 5.238400 1.244160 -0.308645 -0.0514 0.0167 0.1897 0.25
H 4.916949 1.503418 1.425577 0.0216 -0.0209 -0.0277 0.19
H 2.899801 0.535631 -0.660607 -0.0018 -0.0325 -0.0824 0.20
H 2.542805 1.013288 2.343144 -0.0052 0.0350 -0.1483 0.23
H 3.420661 3.405537 2.023266 -0.0367 0.0580 -0.0160 0.19
H 3.708042 3.893667 -3.796302 0.0038 -0.0518 -0.0606 0.23
H 3.765585 5.538419 -4.443617 0.0045 0.0659 -0.1269 0.21
H 2.422751 5.047127 -3.398352 -0.0977 0.0359 -0.0311 0.21

---

(3)
12
Properties=species:S:1:pos:R:3:forces:R:3:nbo_charge:R:1 method="wB97M-V/def2-TZVPD" smiles="C/C(=N/S)NS" total_charge=0 de_lowest_ev=1.390 multiplicity=1 energy_ev=-26820.42478
C -0.067290 1.708685 -0.238716 0.0977 1.5176 0.0368 -0.66
C -0.075703 0.216133 0.017909 -2.5542 0.5513 -1.9578 0.39
H 0.766490 2.054856 -0.916570 -0.6969 -0.5209 0.6446 0.21
H 0.111068 2.198141 0.757745 -0.2196 -0.0809 -0.8739 0.22
H -1.061766 2.100740 -0.691954 1.7654 -1.0177 1.0068 0.26
H 1.852178 0.307937 0.550797 -1.4571 -1.2038 0.0742 0.39
H 1.675127 -2.606265 0.769588 -0.0058 0.4560 -0.9195 0.13
H -3.067691 -1.629693 -0.058541 1.6081 -0.0720 -0.0925 0.11
N 1.059908 -0.394408 0.478111 2.7343 0.9146 0.1309 -0.76
N -1.201146 -0.315665 -0.290066 0.5737 1.4240 0.3429 -0.66
S 1.676664 -1.789862 -0.348495 -0.3354 -0.3989 1.2507 0.18
S -1.667835 -1.850594 -0.029812 -1.5103 -1.5694 0.3567 0.19

---

(4)
13
Properties=species:S:1:pos:R:3:forces:R:3:nbo_charge:R:1 method="wB97M-V/def2-TZVPD" total_charge=0 de_lowest_ev=2.997 multiplicity=1 energy_ev=-9374.09890
O 1.114896 2.114919 -0.225871 -0.1478 -0.3483 0.0494 -0.51
C 0.626364 1.013705 -0.124265 0.0763 0.2148 -0.0023 0.57
C 1.515316 -0.206570 -0.052375 0.1273 0.1350 0.1005 -0.21
O 0.924366 -1.444826 -0.531044 -0.3526 -0.1894 -0.1021 -0.47
C -0.336079 -1.776430 -0.446002 0.1159 0.3340 0.0916 0.32
C -1.216579 -0.711002 0.175286 -0.0298 -0.1240 -0.0084 -0.59
C -0.855395 0.764116 -0.033895 -0.0205 0.0715 -0.0918 -0.53
H 1.821348 -0.367952 0.986915 -0.0779 0.0286 -0.0609 0.22
H 2.410103 -0.051557 -0.653044 -0.0723 0.0189 0.0517 0.23
H -1.302053 1.149243 -0.957323 0.0894 -0.0648 0.0620 0.25
H -1.211389 -0.975523 1.246519 0.0631 -0.0113 -0.0932 0.25
H -2.242334 -0.905699 -0.153344 0.1813 0.0067 0.0908 0.24
H -1.248561 1.397580 0.768447 0.0476 -0.0716 -0.0873 0.25

---

no.,frontier orbital gap (eV),molecular weight (u)
1,9.339,230.026
2,8.980,419.503
3,8.601,122.218
4,9.100,98.101